Density functional theory data (ωB97M-V with the def2-TZVPD basis set) for a structure of composition C21H35FP2Ru in a non-equilibrium geometry.

Computed properties:
- Total charge: +2
- Spin multiplicity: 5
- Strongest force on any atom: 4.08 eV Å⁻¹
- Relative energy (zero: lowest compared OMol25 entry of this formula, charge and spin): 2.324 eV
- <S²>: 6.047
- HOMO energy (spin up / spin down): -11.27 / -14.51 eV

```
60
Properties=species:S:1:pos:R:3:forces:R:3:mulliken_spin:R:1
P 0.230740 -2.037181 -1.795226 -0.33 -1.62 0.71 -0.035
P -0.273477 2.542742 -1.603137 0.23 0.82 2.41 0.103
C 0.141862 0.027817 -3.441190 1.70 1.67 -0.65 0.135
C 0.582202 1.417014 -3.011435 -0.13 0.69 -1.82 -0.132
H -0.877955 -0.031234 -3.842109 0.25 -0.12 -0.31 0.068
H 0.918940 -0.580980 -3.883723 -0.40 0.27 0.02 0.018
H 1.664462 1.533912 -2.973119 -0.08 0.02 0.27 -0.009
H 0.152819 2.135640 -3.716799 0.30 -0.13 0.07 0.015
C -1.924160 3.080277 -2.071633 -0.29 0.14 -0.07 0.017
H -2.155457 4.017387 -1.527190 0.10 -0.46 -0.22 0.002
H -2.657378 2.293975 -1.805886 0.34 0.50 -0.12 -0.018
H -1.978497 3.274860 -3.152365 -0.02 -0.05 0.32 0.010
C 0.975519 3.855143 -1.692079 0.07 0.06 -0.45 0.027
H 0.767651 4.496719 -2.561365 0.11 -0.13 0.23 0.001
H 1.973201 3.398323 -1.814376 -0.42 0.35 0.17 0.000
H 0.938347 4.445770 -0.767541 -0.02 -0.16 -0.23 -0.003
C -0.885679 -3.359436 -2.308979 -0.47 0.15 -0.10 0.018
H -0.885994 -4.133332 -1.530832 0.00 0.08 -0.25 0.007
H -0.576624 -3.786499 -3.266253 0.01 0.02 0.13 0.002
H -1.901357 -2.954627 -2.422660 0.24 -0.25 0.11 -0.014
C 1.884660 -2.611037 -2.282163 0.28 0.42 0.27 -0.007
H 2.641647 -1.863257 -2.014134 -0.09 -0.18 0.03 -0.001
H 1.954636 -2.781703 -3.355558 -0.12 -0.06 0.07 0.004
H 2.112149 -3.548827 -1.750884 -0.16 0.29 -0.15 0.004
Ru -0.364317 0.148429 -1.625083 -0.60 -1.30 3.82 2.931
C 0.402107 1.535965 -5.862178 -0.95 0.89 -0.72 0.025
C -0.934266 1.553111 -5.654965 1.30 0.76 -0.97 -0.003
C -1.899450 0.762701 -6.465913 -0.68 -0.41 -0.06 0.003
C -1.473318 -0.691749 -6.779207 -0.41 0.22 -0.24 0.001
C -0.658528 -1.351690 -5.709840 1.33 -0.96 -0.90 0.008
C 0.694186 -1.417842 -5.743229 -1.63 -0.82 -0.75 0.006
C 1.568710 -0.626485 -6.656620 0.40 0.27 -0.18 0.000
C 1.094543 0.813386 -6.977358 0.42 -0.14 -0.46 0.003
C 0.198171 -1.983238 0.025691 0.13 -0.27 -0.17 0.040
H 1.079431 2.243272 -5.368485 -0.45 -0.22 0.12 -0.010
H -1.404489 2.311051 -5.015797 0.35 -0.29 0.12 -0.005
H -2.106464 1.276434 -7.415771 0.01 -0.01 0.20 0.000
H -2.859631 0.724876 -5.936023 0.10 0.10 -0.08 0.001
H -2.398439 -1.284167 -6.887301 0.40 0.22 -0.16 0.000
H -0.951304 -0.724980 -7.748219 -0.16 -0.12 0.45 0.000
H -1.233528 -1.931814 -4.983597 0.28 -0.09 -0.07 -0.003
H 1.213817 -2.182149 -5.162602 -0.17 0.30 0.24 0.000
H 1.715780 -1.152099 -7.610382 0.04 -0.01 0.19 0.001
H 2.567198 -0.549459 -6.203096 -0.16 -0.16 -0.08 -0.001
H 2.007012 1.391993 -7.207011 -0.43 -0.22 -0.08 0.001
H 0.494097 0.812447 -7.898495 0.06 0.08 0.39 0.000
H 0.850218 -1.147779 0.316462 -0.01 -0.37 0.41 -0.005
H 0.546567 -2.937742 0.429323 0.03 0.14 0.26 0.025
H -0.828124 -1.767100 0.351734 0.27 -0.20 0.11 -0.001
F -0.423955 2.878455 4.144756 0.08 -0.67 -1.17 0.023
C -0.337006 2.409947 2.865603 0.37 0.98 1.28 0.278
C 0.883750 2.504603 2.204829 -0.25 -0.25 -0.32 -0.092
C 0.945078 2.137047 0.874847 0.84 0.00 -0.16 0.340
C -0.245240 1.773323 0.131440 0.35 0.48 -2.05 -0.042
C -1.446483 1.688547 0.879132 -1.49 0.00 1.01 0.305
C -1.493487 1.980651 2.227053 -0.27 -0.04 -0.89 -0.068
H 1.749500 2.915744 2.710943 -0.03 -0.22 0.03 -0.002
H 1.911257 2.205735 0.367884 -0.30 0.01 0.13 0.024
H -2.366659 1.378529 0.380293 0.16 0.09 0.25 0.003
H -2.428088 1.946480 2.766617 -0.02 -0.08 0.06 0.000
```
Forces are in eV/Å.